[1]
Formula: C20H27N2O4SiSr
Source: the Open Molecules 2025 dataset
Level of theory: wB97M-V/def2-TZVPD

Structure (XYZ):
```
55
Properties=species:S:1:pos:R:3:forces:R:3:lowdin_charge:R:1
Sr 0.458 -0.232 0.693 0.1903 -3.1680 -6.4805 1.38
O -1.712 0.828 -0.687 -0.1527 0.0519 -0.0816 -0.07
C -2.728 0.337 -1.168 -0.0907 -0.2416 0.0404 -0.21
C -3.180 -1.045 -1.100 0.1647 0.3698 0.1178 -0.13
C -4.353 -1.388 -1.755 -0.2955 0.1981 -0.2417 0.03
C -4.829 -2.676 -1.719 0.1381 -0.1378 0.1513 -0.17
C -4.152 -3.662 -0.960 -0.1769 0.0684 -0.1645 0.00
C -3.010 -3.349 -0.293 0.1301 -0.1344 0.0081 0.01
C -2.439 -2.032 -0.360 -0.2922 0.3549 -0.1248 -0.39
O -1.370 -1.720 0.196 0.3590 -0.6783 0.5431 -0.19
N -6.019 -3.027 -2.457 0.0140 0.0809 0.0495 -0.38
O -6.397 -4.188 -2.431 0.0161 -0.1358 0.0655 0.04
O -6.602 -2.152 -3.080 0.0042 0.1104 -0.0213 0.04
H -3.425 0.998 -1.719 0.0337 0.0121 -0.0527 0.13
H -4.908 -0.635 -2.305 0.0423 -0.0340 -0.0409 0.13
H -4.575 -4.657 -0.931 0.0661 -0.0127 0.0141 0.11
H -2.466 -4.086 0.284 -0.0488 -0.0260 -0.0224 0.12
C -1.523 -1.211 -4.583 0.1350 -0.0080 0.0707 -0.12
N -0.147 -1.381 -4.154 -0.1292 -0.0423 -0.0538 -0.25
C 0.436 -0.098 -3.799 0.1091 -0.3028 -0.1117 -0.10
C -0.079 -2.334 -3.033 0.5469 0.2085 -0.1046 -0.19
C 1.347 -2.639 -2.612 0.1699 -0.0994 -0.0405 -0.31
C 2.076 -3.507 -3.430 -0.0067 -0.0005 -0.0351 -0.09
C 3.388 -3.841 -3.124 -0.0528 0.0356 -0.0074 -0.14
C 3.976 -3.277 -1.998 0.1094 -0.0101 0.0544 -0.15
C 3.248 -2.393 -1.205 -0.1792 -0.0078 -0.1063 -0.19
C 1.905 -2.048 -1.462 -0.3065 0.7019 0.5493 -0.11
H -1.558 -0.541 -5.446 -0.0403 -0.0023 0.0234 0.08
H -2.166 -0.792 -3.786 -0.0006 -0.0278 -0.0940 0.07
H -1.936 -2.177 -4.880 -0.0333 0.0298 0.0321 0.08
H 0.278 0.603 -4.622 0.0099 0.0423 0.0518 0.08
H 1.505 -0.218 -3.627 0.0113 0.0228 0.0141 0.08
H 0.002 0.309 -2.875 -0.1311 0.1617 0.0508 0.07
H -0.567 -3.253 -3.371 -0.1413 0.0440 0.0962 0.12
H -0.591 -1.927 -2.153 -0.1790 -0.0422 0.0041 0.09
H 1.609 -3.915 -4.327 0.0281 -0.0139 0.0735 0.10
H 3.945 -4.528 -3.754 -0.0110 0.0167 0.0066 0.08
H 5.004 -3.527 -1.740 -0.0564 0.0240 -0.0324 0.08
H 3.752 -1.948 -0.346 -0.0069 -0.1046 -0.0350 0.06
C -1.198 0.182 2.543 -0.8809 0.3137 1.1883 -0.26
Si 0.465 0.975 2.972 1.1388 0.3470 2.0382 0.27
C 0.479 1.864 4.626 -0.4726 0.3450 -0.2089 -0.19
C 0.644 2.147 1.479 -0.0463 1.3346 0.2685 -0.27
C 1.753 -0.268 2.646 0.6624 0.1428 1.9848 -0.45
H -1.852 0.148 3.416 0.0136 -0.0260 0.0239 0.05
H -1.079 -0.848 2.208 -0.6581 -0.0984 0.4065 0.00
H -1.729 0.761 1.775 -0.0357 -0.3311 0.1402 0.03
H -0.287 2.642 4.721 0.0624 -0.0458 0.0736 0.02
H 1.460 2.321 4.771 -0.0087 -0.0343 0.0114 0.02
H 0.326 1.124 5.415 0.0311 0.0232 -0.0065 0.03
H 0.670 3.191 1.797 0.0110 0.0275 -0.0259 0.04
H -0.216 2.060 0.799 0.2655 0.4362 -0.0047 0.00
H 1.584 1.963 0.947 -0.0187 0.2295 -0.0322 0.03
H 1.724 -1.129 3.325 0.0120 0.0357 -0.0200 -0.04
H 2.758 0.173 2.675 -0.0225 -0.0031 -0.0027 -0.03
```
Positions in Å, forces in eV/Å.

LUMO energy	0.0823	hartree
total charge	-1
energy	-41059.243	eV
energy above the lowest of the compared OMol25 structures with the same formula, charge and spin	2.247	eV
HOMO	-3.81	eV
orbital gap	6.05	eV
strongest force on any atom	7.216	eV/A

---

[2]
Formula: C20H27N2O5S
Source: the Open Molecules 2025 dataset
Level of theory: wB97M-V/def2-TZVPD

Structure (XYZ):
```
55
Properties=species:S:1:pos:R:3:forces:R:3:lowdin_charge:R:1
C -0.077 -3.633 -0.081 0.1347 -0.0339 -0.2658 -0.06
O -0.704 -3.456 1.169 -0.2605 0.2198 0.3275 -0.04
C -1.340 -2.291 1.418 -0.0079 -0.0810 0.1940 -0.18
C -1.454 -1.248 0.514 -0.0326 -0.0071 0.0056 0.02
C -2.103 -0.075 0.887 -0.0440 -0.0690 0.1160 -0.24
C -2.165 1.069 -0.088 -0.5927 -0.3511 0.2984 -0.06
N -0.793 1.464 -0.501 -0.0086 -0.2997 -0.1518 -0.12
C 0.047 1.851 0.655 0.5237 0.2018 0.5898 -0.07
C 1.393 2.425 0.161 0.0687 -0.1285 0.4543 -0.15
N 1.657 2.035 -1.204 0.6268 -0.9819 -0.2468 -0.22
S 2.022 0.380 -1.407 -0.2690 0.8044 -0.1808 0.74
O 0.766 -0.280 -1.749 0.4531 -0.2472 -0.5816 -0.30
O 2.664 -0.044 -0.209 0.4066 0.0537 0.1399 -0.24
C 3.113 0.382 -2.805 -0.5001 -0.0560 0.3834 -0.29
C 4.372 0.929 -2.638 0.1924 0.0584 0.0547 -0.05
C 5.238 0.947 -3.719 -0.0697 0.0096 0.1578 -0.04
C 4.835 0.421 -4.938 -0.0743 -0.0332 -0.0081 -0.05
C 3.570 -0.126 -5.087 0.0017 0.0128 0.0393 -0.05
C 2.696 -0.148 -4.011 -0.1948 -0.1178 -0.0594 -0.05
C 0.676 2.549 -2.135 -0.1019 0.0980 -0.4119 -0.15
C -0.745 2.519 -1.529 0.0983 0.3561 -0.4905 -0.07
C -2.649 0.041 2.153 -0.0146 0.1310 -0.1728 0.02
C -2.577 -1.008 3.069 0.0557 -0.1915 0.0951 -0.17
O -3.109 -0.928 4.323 0.3215 -0.3085 -0.3392 -0.10
C -3.876 0.197 4.678 -0.1473 0.2126 0.0906 -0.07
C -1.911 -2.192 2.711 0.0513 -0.1139 -0.0242 -0.11
O -1.714 -3.292 3.465 0.1225 0.3421 -0.3981 -0.03
C -2.350 -3.475 4.713 -0.2033 -0.1934 0.5541 -0.05
H 0.681 -2.865 -0.267 -0.0485 -0.0215 0.0355 0.09
H 0.402 -4.609 -0.027 -0.0212 0.0805 -0.0563 0.10
H -0.805 -3.634 -0.898 0.0178 0.0170 0.0319 0.10
H -1.042 -1.350 -0.477 0.0642 -0.1039 -0.1202 0.10
H -2.666 1.933 0.356 0.1073 0.0066 -0.1042 0.14
H -2.706 0.773 -0.991 0.1208 0.1378 -0.0350 0.15
H -0.342 0.611 -0.936 -0.2837 0.4064 0.2383 0.10
H 0.208 0.962 1.266 -0.1100 0.0642 -0.0918 0.14
H -0.496 2.592 1.247 -0.0754 -0.1129 -0.0604 0.15
H 2.210 2.039 0.771 -0.1586 0.1895 0.1531 0.13
H 1.404 3.516 0.207 0.0277 -0.0828 -0.0390 0.14
H 4.657 1.316 -1.674 0.1535 0.1011 0.0951 0.12
H 6.227 1.364 -3.609 0.0818 0.0382 0.0271 0.12
H 5.514 0.433 -5.777 0.0616 0.0071 -0.0756 0.12
H 3.264 -0.540 -6.035 -0.0327 -0.0400 -0.0745 0.12
H 1.711 -0.581 -4.090 -0.0994 -0.0530 -0.0764 0.11
H 0.727 1.931 -3.032 -0.1456 0.2094 -0.0818 0.12
H 0.945 3.574 -2.408 -0.0775 -0.1148 -0.0075 0.14
H -1.482 2.308 -2.304 -0.0150 -0.0082 0.1318 0.14
H -0.994 3.474 -1.059 -0.0559 -0.1319 0.0310 0.14
H -3.148 0.955 2.428 -0.0666 0.1193 0.0781 0.11
H -3.270 1.108 4.707 -0.0242 -0.0347 -0.0199 0.10
H -4.247 -0.013 5.679 -0.0020 0.0788 -0.0720 0.10
H -4.724 0.338 4.001 0.0384 -0.0042 0.0122 0.10
H -3.437 -3.417 4.624 0.0806 -0.0124 -0.0006 0.10
H -2.065 -4.479 5.025 -0.0415 0.0759 -0.0129 0.10
H -2.006 -2.751 5.454 -0.0314 -0.0980 -0.0758 0.10
```
Positions in Å, forces in eV/Å.

LUMO energy	-0.0877	hartree
total charge	+1
energy	-45223.303	eV
HOMO	-10.36	eV
SMILES string	COc1cc(C[NH+]2CCN(S(=O)(=O)c3ccccc3)CC2)cc(OC)c1OC
orbital gap	7.98	eV
strongest force on any atom	1.191	eV/A

---

[3]
Formula: C20H27N3O3
Source: the Open Molecules 2025 dataset
Level of theory: wB97M-V/def2-TZVPD

Structure (XYZ):
```
53
Properties=species:S:1:pos:R:3:forces:R:3:lowdin_charge:R:1
C 4.260 -0.566 -4.237 0.1367 0.2687 0.0264 -0.09
O 3.541 -1.749 -3.977 -0.2463 -0.4492 0.0432 -0.14
C 2.140 -1.597 -4.079 -0.0927 0.0357 0.0766 -0.24
C 1.466 -2.945 -4.151 0.1135 -0.0630 -0.2216 -0.17
C 0.192 -3.047 -4.694 0.1328 0.0316 0.0346 -0.03
C -0.454 -4.270 -4.725 -0.0994 0.0068 -0.0218 -0.08
C 0.169 -5.397 -4.216 -0.0457 -0.0713 -0.0005 -0.09
C 1.439 -5.297 -3.676 0.0068 -0.0516 0.0371 -0.07
C 2.086 -4.074 -3.638 0.0484 0.1148 -0.0485 -0.02
C 1.620 -0.855 -2.883 0.1444 0.5894 -0.1778 -0.27
N 1.692 0.416 -2.665 0.3423 -0.4030 -1.2615 0.10
N 1.165 0.639 -1.442 -0.5079 0.0698 1.2440 0.10
C 0.794 -0.508 -0.973 0.1612 0.4366 -0.0461 -0.32
C 0.146 -0.781 0.327 -0.1461 -0.1119 0.1198 -0.09
C 0.191 0.452 1.225 -0.1426 -0.3667 -0.0750 -0.09
C -0.669 0.240 2.461 0.2424 0.0851 -0.2280 -0.45
O -1.324 -0.777 2.612 -0.1154 -0.3430 -0.1240 0.05
N -0.655 1.232 3.382 -0.1199 0.0052 0.3032 -0.07
C 0.068 2.473 3.240 0.2006 0.2677 -0.2598 -0.15
C -0.553 3.470 2.236 -0.0767 -0.1517 -0.0651 -0.17
C -2.030 3.247 1.902 0.1125 0.3192 0.1083 -0.20
C -3.027 3.584 3.015 -0.1295 -0.3132 -0.1848 -0.20
C -3.380 2.435 3.962 0.0863 0.2686 0.1700 -0.19
C -2.323 2.130 5.027 0.0047 -0.2419 -0.1954 -0.18
C -1.352 1.017 4.637 -0.2035 -0.1273 0.3506 -0.15
O 1.058 -1.508 -1.843 -0.0493 -0.0939 0.1670 0.17
H 3.951 0.247 -3.573 0.0956 -0.0555 -0.0737 0.08
H 4.120 -0.247 -5.276 0.0142 -0.0057 0.0173 0.09
H 5.307 -0.808 -4.066 -0.0007 0.0741 -0.0431 0.09
H 1.897 -0.996 -4.972 0.0046 -0.1225 0.1824 0.16
H -0.293 -2.166 -5.092 -0.0555 0.0890 -0.0551 0.12
H -1.445 -4.342 -5.148 -0.0732 -0.0102 -0.0390 0.10
H -0.336 -6.351 -4.242 -0.0353 -0.0744 -0.0061 0.10
H 1.928 -6.174 -3.278 0.0388 -0.0703 0.0296 0.10
H 3.076 -3.983 -3.220 0.1014 -0.0249 0.0378 0.12
H -0.895 -1.073 0.160 0.0999 -0.0470 0.0454 0.14
H 0.635 -1.632 0.806 -0.0829 0.0148 -0.0155 0.14
H -0.161 1.311 0.657 0.0569 0.1205 0.0776 0.11
H 1.222 0.652 1.523 0.0018 0.1315 -0.0292 0.13
H 0.103 2.927 4.231 0.0641 -0.0705 -0.0513 0.12
H 1.103 2.273 2.945 -0.0553 0.0623 0.1215 0.12
H 0.007 3.427 1.301 0.0604 0.0569 0.0220 0.10
H -0.429 4.479 2.634 0.0519 0.0608 -0.0538 0.11
H -2.252 3.887 1.045 0.0115 -0.0672 -0.0361 0.11
H -2.189 2.216 1.582 -0.0523 -0.0167 -0.1192 0.10
H -2.660 4.435 3.593 -0.0363 0.1011 0.0320 0.11
H -3.957 3.900 2.536 0.0187 0.0780 0.0266 0.11
H -3.580 1.533 3.382 -0.0993 -0.0704 -0.0448 0.12
H -4.308 2.707 4.471 -0.0238 -0.0700 -0.0217 0.11
H -1.782 3.046 5.273 0.0060 0.0670 0.1059 0.10
H -2.817 1.796 5.942 0.0775 0.0391 0.0572 0.11
H -1.896 0.077 4.525 0.1048 0.1496 0.1089 0.12
H -0.609 0.893 5.437 -0.0509 -0.0508 -0.0463 0.13
```
Positions in Å, forces in eV/Å.

LUMO energy	0.0298	hartree
energy	-31790.659	eV
energy above the lowest of the compared OMol25 structures with the same formula, charge and spin	3.507	eV
HOMO	-9.17	eV
SMILES string	CO[C@@H](c1ccccc1)c1nnc(CCC(=O)N2CCCCCCC2)o1
orbital gap	9.98	eV
strongest force on any atom	1.368	eV/A